No. 1
{"formula": "CsH4O2", "method": "ωB97M-V/def2-TZVPD", "species": ["Cs", "O", "H", "H", "O", "H", "H"], "positions_angstrom": [[-0.308033, 1.025525, 1.699284], [-1.775957, 0.027501, -0.689238], [-2.492824, 0.641268, -0.801116], [-2.010226, -0.738917, -1.192573], [1.925230, -0.516848, 0.539677], [2.660702, 0.058929, 0.862866], [2.001108, -0.497459, -0.418899]], "atomic_forces_ev_per_a": [[-0.143, -0.023, 0.143], [0.722, 0.440, 0.736], [-0.611, 0.344, -0.295], [-0.211, -0.747, -0.495], [0.707, 0.997, 0.569], [-0.586, -0.887, -0.503], [0.123, -0.123, -0.154]], "nbo_charge": [0.99, -0.98, 0.48, 0.50, -0.97, 0.48, 0.49], "homo_ev": -16.021, "homo_lumo_gap_ev": 12.4, "energy_ev": -4702.91952, "e_above_lowest_kcal_mol": 4.6, "charge": 1}


No. 2
{"formula": "CsH4O2", "method": "ωB97M-V/def2-TZVPD", "species": ["Cs", "O", "H", "H", "O", "H", "H"], "positions_angstrom": [[-1.326492, 1.690023, 0.353725], [-1.509341, -1.062394, -0.539092], [-1.893742, -1.200398, -1.408928], [-0.705740, -1.531427, -0.629550], [1.441148, 0.784904, 0.752977], [1.840053, -0.063190, 0.470070], [2.154113, 1.382481, 1.000798]], "atomic_forces_ev_per_a": [[-0.141, 0.273, 0.146], [-1.049, 0.703, -0.257], [-0.484, -0.012, -0.126], [1.518, -0.954, 0.220], [-0.025, -0.614, -0.305], [-0.042, 0.849, 0.352], [0.222, -0.245, -0.030]], "nbo_charge": [0.99, -0.97, 0.49, 0.48, -1.00, 0.50, 0.50], "homo_ev": -16.153, "homo_lumo_gap_ev": 12.6, "energy_ev": -4702.98223, "e_above_lowest_kcal_mol": 3.1, "charge": 1}


No. 3
{"formula": "Cu3F4H7N2O13S4", "method": "ωB97M-V/def2-TZVPD", "species": ["Cu", "Cu", "Cu", "N", "S", "O", "O", "F", "S", "O", "O", "F", "N", "S", "O", "O", "F", "S", "O", "O", "F", "O", "H", "O", "H", "O", "H", "O", "H", "H", "O", "H", "H"], "positions_angstrom": [[0.903171, 1.628296, -0.528756], [-0.439351, 1.418367, 2.037446], [2.216658, -1.245203, 0.372728], [-1.135859, 2.005701, -0.034591], [-1.798827, 3.451443, -0.236593], [-3.025641, 3.703108, 0.456348], [-1.569610, 4.163149, -1.450050], [-0.768259, 4.240391, 0.729760], [-2.387386, 1.188475, -0.932899], [-2.692945, 1.674988, -2.258352], [-3.406126, 0.685827, -0.075499], [-1.501295, -0.141679, -1.239312], [1.557892, -2.415682, -1.192901], [2.026345, -2.671452, -2.671404], [1.207036, -1.926363, -3.599852], [2.550488, -3.934835, -3.129459], [3.310885, -1.745963, -2.678369], [0.389756, -3.662743, -1.331265], [0.830562, -4.968609, -0.985931], [-0.695579, -3.490075, -2.246272], [-0.200751, -3.277602, 0.109217], [2.682467, 0.505824, -0.717166], [3.536966, 0.600017, -1.144061], [0.485683, -0.064563, 0.729380], [-0.279320, -0.591313, 0.466995], [1.276372, 2.528968, 1.327746], [1.222063, 3.480858, 1.484499], [0.811452, 0.225087, 3.618027], [0.197263, -0.318435, 4.128006], [1.686588, -0.078916, 3.882826], [-2.003155, -0.132723, 2.260768], [-2.166528, -1.084513, 2.237567], [-2.821016, 0.250169, 2.611417]], "atomic_forces_ev_per_a": [[0.850, -1.038, 1.350], [2.145, -0.589, -1.303], [-1.282, 2.187, -2.382], [-0.952, -1.202, -1.568], [0.143, 8.123, 1.332], [0.381, -1.901, -0.475], [0.186, -1.760, -0.037], [0.122, -0.809, 0.137], [-0.997, -4.435, -2.543], [1.003, 0.094, 2.629], [0.693, 0.971, 0.007], [-0.151, 1.215, 0.410], [-1.091, -2.337, 0.279], [3.429, 3.136, -7.307], [0.035, -1.022, 1.178], [-1.111, 0.779, 1.843], [0.634, 0.052, 1.037], [-3.130, -2.087, 4.014], [0.904, 0.399, -1.040], [1.537, 0.627, 0.504], [-0.623, 1.096, 0.424], [-1.786, -0.799, 1.512], [0.102, 0.004, -0.253], [0.716, -0.242, 0.255], [0.139, -0.237, -0.307], [-1.493, -1.521, 0.142], [-0.176, 0.022, -0.167], [-0.754, 0.015, 0.028], [0.067, 0.007, 0.070], [0.130, 0.377, -0.057], [0.120, 1.025, 0.674], [0.329, -0.065, -0.140], [-0.122, -0.084, -0.249]], "mulliken_spin": [0.77, 0.69, 0.71, 0.08, 0.00, 0.01, 0.01, 0.00, 0.00, 0.01, 0.01, 0.00, 0.02, 0.00, 0.00, 0.00, 0.00, 0.00, 0.00, 0.00, 0.00, 0.27, 0.00, 0.09, 0.00, 0.33, -0.01, 0.00, 0.00, 0.00, 0.02, 0.00, 0.00], "multiplicity": 4, "homo_ev": [-13.311, -13.301], "homo_lumo_gap_ev": [7.7, 5.0], "energy_ev": -217825.57797, "s_squared": 3.761, "charge": 1}


No. 4
{"formula": "CuH8O4", "method": "ωB97M-V/def2-TZVPD", "species": ["Cu", "O", "H", "H", "O", "H", "H", "O", "H", "H", "O", "H", "H"], "positions_angstrom": [[6.918000, -33.879000, 11.545000], [5.661000, -34.958000, 10.779000], [5.893000, -35.409000, 9.996000], [4.722000, -34.841000, 10.967000], [8.417000, -33.810000, 10.426000], [7.926000, -33.206000, 9.812000], [8.682000, -34.494000, 9.834000], [7.640000, -33.944000, 13.268000], [7.428000, -33.375000, 13.999000], [8.593000, -34.034000, 13.380000], [6.349000, -32.049000, 11.398000], [5.490000, -31.970000, 11.852000], [6.983000, -31.608000, 12.013000]], "atomic_forces_ev_per_a": [[-0.614, -1.005, 1.118], [-1.847, -0.440, 0.841], [-0.538, -0.958, -1.400], [0.108, -0.575, -0.723], [0.936, 1.708, -2.164], [0.933, -0.235, 0.477], [0.732, -1.122, -0.573], [1.438, -0.146, 2.031], [-0.616, 0.357, 0.693], [0.228, -0.338, -0.258], [-0.339, 2.518, 1.107], [0.279, 0.264, -0.391], [-0.699, -0.029, -0.759]], "nbo_charge": [0.87, -1.00, 0.51, 0.52, -0.98, 0.50, 0.50, -0.98, 0.50, 0.51, -0.98, 0.51, 0.50], "homo_ev": -12.046, "homo_lumo_gap_ev": 8.3, "energy_ev": -52952.26229, "e_above_lowest_kcal_mol": 21.3, "charge": 1}


No. 5
{"formula": "CuI3", "method": "ωB97M-V/def2-TZVPD", "species": ["Cu", "I", "I", "I"], "positions_angstrom": [[-0.677913, -0.138372, -0.487515], [-3.045803, 3.950618, 1.189455], [-0.189342, -4.915833, -1.745725], [3.913057, 1.103588, 1.043785]], "atomic_forces_ev_per_a": [[-0.199, -0.110, 0.059], [0.274, -0.413, -0.177], [-0.027, 0.531, 0.132], [-0.048, -0.009, -0.015]], "mulliken_spin": [0.01, 0.07, -0.08, 1.00], "multiplicity": 2, "homo_ev": [-4.679, -4.660], "homo_lumo_gap_ev": [3.6, 2.6], "energy_ev": -68940.83017, "s_squared": 0.794, "charge": -1}


No. 6
{"formula": "CuN6O18", "method": "ωB97M-V/def2-TZVPD", "species": ["Cu", "N", "O", "O", "O", "N", "O", "O", "O", "N", "O", "O", "O", "N", "O", "O", "O", "N", "O", "O", "O", "N", "O", "O", "O"], "positions_angstrom": [[-15.627460, -19.696270, 12.260800], [-19.052400, -17.385380, 9.764030], [-18.678860, -16.618460, 8.849970], [-18.274550, -18.202920, 10.248740], [-20.163630, -17.223230, 10.264780], [-12.859500, -20.368210, 15.598620], [-13.338170, -20.517250, 14.415060], [-11.754740, -19.795010, 15.709940], [-13.499720, -20.950070, 16.453510], [-17.036240, -16.338170, 14.622750], [-16.231400, -15.795100, 15.311030], [-18.007930, -15.798820, 14.109730], [-16.896920, -17.490740, 14.288270], [-14.545850, -15.722460, 10.436970], [-14.423010, -16.915600, 10.742910], [-14.657180, -15.486070, 9.199800], [-14.525480, -14.789200, 11.306260], [-18.724680, -22.659270, 11.901200], [-19.771740, -22.867160, 12.570110], [-17.721570, -22.114370, 12.360740], [-18.669790, -22.932300, 10.704690], [-13.833280, -22.504640, 9.133140], [-14.478280, -23.224350, 8.386820], [-14.405980, -21.509260, 9.513110], [-12.688170, -22.683260, 9.380330]], "atomic_forces_ev_per_a": [[0.150, -0.174, -0.111], [0.861, 1.506, 0.114], [-0.239, -0.831, 0.167], [0.017, -0.308, -0.245], [-0.756, -0.278, 0.046], [-0.419, -1.108, -4.352], [0.504, 1.020, 0.180], [-0.464, -0.018, 1.281], [0.281, 0.137, 2.904], [-0.356, -0.129, -1.641], [1.238, 1.658, 1.927], [-1.586, 1.768, 0.021], [0.631, -3.337, -0.392], [0.144, 0.224, -0.788], [-0.048, -0.194, 1.157], [0.018, 1.038, 0.744], [-0.062, -1.001, -1.094], [-0.159, 0.574, -1.057], [0.372, -0.132, 0.318], [0.721, 0.700, 2.076], [-1.004, -1.032, -1.183], [-2.690, 1.307, -1.415], [-0.709, -2.951, -1.809], [-1.196, 3.026, 2.024], [4.750, -1.465, 1.128]], "mulliken_spin": [0.00, -0.02, 0.16, 0.22, 0.15, 0.00, 0.00, 0.00, 0.00, -0.02, 0.06, 0.20, 0.23, 0.00, 0.00, 0.00, 0.00, 0.00, 0.00, 0.00, 0.00, 0.00, 0.00, 0.00, 0.00], "multiplicity": 2, "homo_ev": [1.810, 1.810], "homo_lumo_gap_ev": [6.8, 2.6], "energy_ev": -90404.69213, "s_squared": 0.755, "e_above_lowest_kcal_mol": 53.8, "charge": -4}